(1)
Entry from the Open Molecules 2025 dataset: a 2-piece molecular cluster, CCl2FNO2 overall (ωB97M-V/def2-TZVPD).

Results
ΔE to the lowest compared entry with this formula, charge and spin in kcal per mole: 68.1
Electronic energy in eV: -34377.7620
LUMO (spin up / spin down) in eV: -2.308 / -4.138
Gap between HOMO and LUMO (spin up / spin down) in Eh: 0.3518 / 0.2044

Geometry (Å):
C1 0.464 0.597 -0.057
N1 0.367 -0.855 -0.295
O1 0.717 -1.595 0.576
O2 -0.140 -1.131 -1.341
F1 0.993 1.071 1.033
Cl1 -2.396 0.184 1.216
Cl2 -0.004 1.730 -1.134

Force components x, y, z for each atom (eV/Å):
C -0.7542 -0.1178 1.1573
N -0.1908 1.5770 0.4901
O 0.6682 -0.4080 0.8805
O -0.3788 -0.4899 -1.3810
F 0.3440 -0.9293 0.0759
Cl 0.4867 0.0606 -0.2155
Cl -0.1751 0.3075 -1.0073

(2)
Entry from the Open Molecules 2025 dataset: CCl2NOP as an isolated structure (ωB97M-V/def2-TZVPD).

Results
ΔE to the lowest compared entry with this formula, charge and spin in kcal per mole: 44.3
Electronic energy in eV: -38907.3515
LUMO in eV: -3.013
Gap between HOMO and LUMO in Eh: 0.3010

Geometry (Å):
C1 -0.687 0.954 0.447
N1 -1.072 1.872 1.002
O1 -0.321 -0.691 -1.869
P1 -0.051 -0.427 -0.454
Cl1 -0.447 -1.936 0.767
Cl2 2.577 0.228 0.107

Force components x, y, z for each atom (eV/Å):
C 0.5018 -0.8834 -1.1144
N -0.4269 0.8780 0.6027
O 0.2048 0.7639 1.1031
P 2.5354 -0.2703 0.1940
Cl 0.3268 0.3529 -0.1479
Cl -3.1420 -0.8411 -0.6375

(3)
Entry from the Open Molecules 2025 dataset: a 2-piece molecular cluster, CCl2O3S2 overall (ωB97M-V/def2-TZVPD).

Results
ΔE to the lowest compared entry with this formula, charge and spin in kcal per mole: 5.4
Electronic energy in eV: -53894.5560
LUMO in eV: -1.323
Gap between HOMO and LUMO in Eh: 0.3229

Geometry (Å):
C1 2.141 0.960 0.461
O1 2.006 1.758 1.292
O2 2.308 0.157 -0.388
O3 -0.257 -0.459 0.795
S1 -1.840 -1.489 -1.441
S2 -0.503 -0.032 -0.584
Cl1 -1.657 1.693 -0.458
Cl2 -2.197 -2.587 0.323

Force components x, y, z for each atom (eV/Å):
C 0.6272 -0.9209 -0.8294
O -0.0159 -0.3882 -0.4447
O -0.0857 1.4231 1.3889
O -0.1623 0.2916 -1.0137
S -0.2942 -0.7649 1.6449
S 0.0245 -0.3691 0.7896
Cl -0.2174 -0.1264 -0.0464
Cl 0.1238 0.8548 -1.4891

(4)
Entry from the Open Molecules 2025 dataset: a 2-piece molecular cluster, CCl2O3S2 overall (ωB97M-V/def2-TZVPD).

Results
ΔE to the lowest compared entry with this formula, charge and spin in kcal per mole: 3.0
Electronic energy in eV: -53894.6577
LUMO in eV: -1.183
Gap between HOMO and LUMO in Eh: 0.3274

Geometry (Å):
C1 3.843 0.340 0.314
O1 4.868 0.098 0.800
O2 2.861 0.527 -0.249
O3 -0.669 -1.076 -1.057
S1 -2.730 1.030 -0.964
S2 -1.434 -0.495 0.021
Cl1 -3.009 -1.937 0.350
Cl2 -3.730 1.512 0.785

Force components x, y, z for each atom (eV/Å):
C 1.2324 -0.5990 -0.0820
O -0.0874 0.1951 0.3342
O -1.1616 0.4046 -0.2465
O 0.2616 0.3457 0.2062
S 0.2072 -0.4495 1.3981
S -1.5229 -0.4361 -0.9077
Cl 0.6403 0.6674 0.1226
Cl 0.4305 -0.1282 -0.8249

(5)
Entry from the Open Molecules 2025 dataset: the molecule CCl2O3S2 (ωB97M-V/def2-TZVPD).

Results
SMILES: O=C(Cl)S(=O)(=O)SCl
ΔE to the lowest compared entry with this formula, charge and spin in kcal per mole: 66.7
Electronic energy in eV: -53891.8969
LUMO in eV: -1.150
Gap between HOMO and LUMO in Eh: 0.3474

Geometry (Å):
O1 1.268 -1.577 -1.041
C1 0.997 -0.799 -0.150
Cl1 1.656 -0.669 1.378
S1 -0.112 0.674 -0.416
O2 -0.749 0.646 -1.656
O3 0.909 1.932 -0.030
S2 -1.244 0.467 1.303
Cl2 -2.724 -0.674 0.611

Force components x, y, z for each atom (eV/Å):
O -0.8974 1.9145 2.4542
C 0.6541 -1.5263 -3.5982
Cl 0.9520 -0.5468 1.1223
S 5.9641 5.4427 3.1978
O -1.3603 -0.3237 -1.6721
O -4.5822 -5.4232 -1.4161
S -0.4161 0.7561 0.0673
Cl -0.3142 -0.2934 -0.1551

(6)
Entry from the Open Molecules 2025 dataset: CCl2OS as an isolated structure (ωB97M-V/def2-TZVPD).

Results
ΔE to the lowest compared entry with this formula, charge and spin in kcal per mole: 34.8
Electronic energy in eV: -38960.8065
LUMO (spin up / spin down) in eV: -1.845 / -1.845
Gap between HOMO and LUMO (spin up / spin down) in Eh: 0.2926 / 0.2927

Geometry (Å):
C1 -0.087 0.242 0.523
O1 0.400 -0.435 -1.741
S1 0.529 -1.054 -0.414
Cl1 -0.373 0.034 2.808
Cl2 -0.773 1.632 0.093

Force components x, y, z for each atom (eV/Å):
C 0.5503 -3.1035 3.2565
O 0.4062 -0.8531 -0.9095
S -1.3699 3.2406 1.5928
Cl 0.6160 -0.0014 -3.4463
Cl -0.2026 0.7174 -0.4936

(7)
Entry from the Open Molecules 2025 dataset: the molecule CCl3F (ωB97M-V/def2-TZVPD).

Results
SMILES: FC(Cl)(Cl)Cl
ΔE to the lowest compared entry with this formula, charge and spin in kcal per mole: 16.0
Electronic energy in eV: -41320.8129
LUMO in eV: -0.130
Gap between HOMO and LUMO in Eh: 0.4254

Geometry (Å):
F1 0.355 -0.293 1.383
C1 -0.046 0.009 0.002
Cl1 -0.970 -1.408 -0.504
Cl2 1.665 0.144 -0.603
Cl3 -1.004 1.548 -0.278

Force components x, y, z for each atom (eV/Å):
F -2.1647 1.2557 -1.9711
C 1.8595 -0.4755 2.0783
Cl 0.5626 0.8508 -0.0777
Cl -1.4403 0.0755 -0.7649
Cl 1.1829 -1.7065 0.7354

(8)
Entry from the Open Molecules 2025 dataset: a 2-piece molecular cluster, CCl4NOP overall (ωB97M-V/def2-TZVPD).

Results
ΔE to the lowest compared entry with this formula, charge and spin in kcal per mole: 132.2
Electronic energy in eV: -63949.3825
LUMO (spin up / spin down) in eV: -1.333 / -1.377
Gap between HOMO and LUMO (spin up / spin down) in Eh: 0.3005 / 0.3005

Geometry (Å):
C1 0.665 0.122 -1.178
N1 0.528 -0.700 -0.234
O1 -1.317 1.723 1.694
P1 -0.638 -0.546 0.964
Cl1 1.898 -0.111 -2.304
Cl2 -0.335 1.483 -1.413
Cl3 0.207 -1.551 2.407
Cl4 -2.127 -1.652 0.285

Force components x, y, z for each atom (eV/Å):
C -0.4830 -0.6115 1.1044
N 0.2366 -0.0563 -0.5407
O 0.5415 -1.7744 -0.5653
P -0.5304 3.4989 0.2763
Cl 0.4686 0.1156 -0.5687
Cl -0.1127 0.3888 -0.3486
Cl 0.4820 -0.8785 0.9865
Cl -0.6024 -0.6826 -0.3439

Please write out number 4 again, unchanged.
Entry from the Open Molecules 2025 dataset: a 2-piece molecular cluster, CCl2O3S2 overall (ωB97M-V/def2-TZVPD).

Results
ΔE to the lowest compared entry with this formula, charge and spin in kcal per mole: 3.0
Electronic energy in eV: -53894.6577
LUMO in eV: -1.183
Gap between HOMO and LUMO in Eh: 0.3274

Geometry (Å):
C1 3.843 0.340 0.314
O1 4.868 0.098 0.800
O2 2.861 0.527 -0.249
O3 -0.669 -1.076 -1.057
S1 -2.730 1.030 -0.964
S2 -1.434 -0.495 0.021
Cl1 -3.009 -1.937 0.350
Cl2 -3.730 1.512 0.785

Force components x, y, z for each atom (eV/Å):
C 1.2324 -0.5990 -0.0820
O -0.0874 0.1951 0.3342
O -1.1616 0.4046 -0.2465
O 0.2616 0.3457 0.2062
S 0.2072 -0.4495 1.3981
S -1.5229 -0.4361 -0.9077
Cl 0.6403 0.6674 0.1226
Cl 0.4305 -0.1282 -0.8249

Among the records above, which one has the lowest electronic energy?
CCl4NOP

What did the sixth record say?
Entry from the Open Molecules 2025 dataset: CCl2OS as an isolated structure (ωB97M-V/def2-TZVPD).

Results
ΔE to the lowest compared entry with this formula, charge and spin in kcal per mole: 34.8
Electronic energy in eV: -38960.8065
LUMO (spin up / spin down) in eV: -1.845 / -1.845
Gap between HOMO and LUMO (spin up / spin down) in Eh: 0.2926 / 0.2927

Geometry (Å):
C1 -0.087 0.242 0.523
O1 0.400 -0.435 -1.741
S1 0.529 -1.054 -0.414
Cl1 -0.373 0.034 2.808
Cl2 -0.773 1.632 0.093

Force components x, y, z for each atom (eV/Å):
C 0.5503 -3.1035 3.2565
O 0.4062 -0.8531 -0.9095
S -1.3699 3.2406 1.5928
Cl 0.6160 -0.0014 -3.4463
Cl -0.2026 0.7174 -0.4936